{
  "formula": "C33H23BrCoN4O3S2",
  "method": "wB97M-V/def2-TZVPD",
  "species": ["Br", "Co", "S", "S", "O", "O", "O", "N", "N", "N", "N", "C", "C", "C", "C", "C", "C", "C", "C", "C", "C", "C", "C", "C", "C", "C", "C", "C", "C", "C", "C", "C", "C", "C", "C", "C", "C", "C", "C", "C", "C", "C", "C", "C", "H", "H", "H", "H", "H", "H", "H", "H", "H", "H", "H", "H", "H", "H", "H", "H", "H", "H", "H", "H", "H", "H", "H"],
  "xyz": [[-0.5548, -3.3466, -2.4296], [-0.6726, -0.3529, -0.4022], [2.6272, 0.4972, 0.5917], [-3.8318, 2.3410, 1.1038], [3.2048, -1.2046, -5.1482], [2.7471, -0.2095, -0.9069], [3.6842, -0.1490, 1.3604], [0.6361, -0.8900, 0.8858], [-1.7559, 0.8635, 0.7741], [0.6597, -0.9566, -1.8081], [-1.5277, -2.1481, 0.4744], [-4.0641, 1.2168, -3.3790], [1.2677, -3.7685, 3.0719], [2.1949, 3.0959, -0.0407], [-2.9624, 1.0529, -1.2627], [-2.0677, -0.1242, -3.1135], [-2.1904, -4.5035, 1.8008], [1.5476, -2.5711, 2.4160], [-1.9707, 0.1883, -1.7587], [3.9305, 4.7057, -0.4368], [-2.7002, -2.7189, 0.2875], [3.1772, 2.1440, 0.1966], [-2.7877, 1.3674, 0.1461], [4.5299, 2.4483, 0.1459], [-2.9623, 2.5552, 3.7705], [-3.0933, 0.3779, -3.9102], [-0.6699, -2.7221, 1.3401], [4.9020, 3.7432, -0.1766], [-0.7796, 0.9141, 3.0796], [-0.9290, 1.4002, 4.3633], [-1.7353, 1.2440, 2.1176], [0.0671, -4.4280, 2.8998], [1.5873, -2.0961, -3.7240], [1.7499, 0.0308, -1.9213], [-2.8089, 2.0646, 2.4787], [-0.9330, -3.9082, 2.0266], [-3.9975, 1.5613, -2.0408], [0.6989, -1.9487, -2.6274], [-2.0121, 2.2128, 4.7115], [0.5862, -2.0178, 1.5446], [2.4693, -1.0573, -4.0292], [-3.0741, -3.9036, 0.9418], [2.5308, 0.0126, -3.1870], [2.5808, 4.3893, -0.3676], [-3.3640, -2.2323, -0.4181], [-0.1912, 1.1479, 5.1135], [-1.3419, -0.7730, -3.5875], [1.5419, -2.9784, -4.3436], [2.4868, -2.0514, 2.5570], [5.2621, 1.6827, 0.3692], [-4.7414, 2.2222, -1.6093], [2.0117, -4.1848, 3.7373], [-3.8009, 3.1882, 4.0279], [-4.0500, -4.3290, 0.7547], [3.2169, 0.8353, -3.3448], [-3.1335, 0.1108, -4.9592], [1.1446, 2.8369, 0.0522], [4.2317, 5.7154, -0.6832], [-0.1292, -5.3521, 3.4280], [-4.8593, 1.5998, -4.0038], [3.8121, -0.4654, -5.2643], [0.0630, 0.2923, 2.8205], [5.9503, 4.0077, -0.2191], [-2.4467, -5.4244, 2.3106], [1.3117, 1.0225, -1.7684], [-2.1050, 2.5801, 5.7245], [1.8320, 5.1476, -0.5531]],
  "max_force_ev_per_a": 0.94,
  "total_charge": 1,
  "total_energy_ev": -176028.558,
  "spin_multiplicity": 5,
  "orbital_gap_ev": [8.020, 5.980]
}